Density functional theory data (ωB97M-V/def2-TZVPD) for one molecule with the formula C6H12 in a non-equilibrium geometry.

Last columns: bonded neighbours and bond lengths (Å).
Cartesian coordinates (Å):
1 C -0.146 1.096 0.331  C2 1.522, C4 1.494, H7 1.166
2 C -0.800 -0.069 -0.398  C1 1.522, C3 1.515, C5 1.507, H8 1.043
3 C 0.181 -0.979 0.313  C2 1.515, C6 1.509, H9 1.005
4 C 1.187 1.632 -0.078  C1 1.494, H10 1.143, H11 1.031, H12 1.178
5 C -2.261 -0.179 -0.049  C2 1.507, H13 1.179, H14 1.076, H15 1.054
6 C 1.464 -1.585 -0.202  C3 1.509, H16 1.093, H17 1.033, H18 1.119
7 H -0.477 1.213 1.442  C1 1.166
8 H -0.506 0.084 -1.387  C2 1.043
9 H -0.202 -1.113 1.233  C3 1.005
10 H 1.189 1.673 -1.221  C4 1.143
11 H 1.943 1.198 0.473  C4 1.031
12 H 1.151 2.753 0.281  C4 1.178
13 H -2.631 -1.251 0.275  C5 1.179
14 H -2.846 0.271 -0.832  C5 1.076
15 H -2.552 0.424 0.766  C5 1.054
16 H 2.054 -0.724 -0.529  C6 1.093
17 H 1.345 -2.210 -1.015  C6 1.033
18 H 1.906 -2.233 0.597  C6 1.119

Output
**Orbital gap (spin up / spin down)**: 6.59 / 10.64 eV
**ΔE to the lowest compared entry with this formula, charge and spin**: 0.0 kcal/mol
**Spin multiplicity**: 3